Record 1
18
Properties=species:S:1:pos:R:3 method="wB97M-V/def2-TZVPD" smiles="CC[C@@](O)(S)C(C)=O" total_energy_ha=-745.111619 de_lowest_kj_mol=209.6 gap_ev=9.929 molar_mass_g_mol=134.20
H 0.45 -0.67 1.11
H -0.04 -2.21 0.16
C 0.39 -1.21 0.21
C -0.41 1.39 -0.08
C -0.24 1.81 1.31
C 1.64 -1.15 -0.62
O -0.85 -0.34 -1.85
O -0.44 2.09 -1.04
H 0.59 1.37 1.83
S -2.28 -0.58 0.54
H -2.19 -1.94 0.65
H 2.36 -1.74 -0.27
H -1.00 1.56 1.94
H 1.42 -1.36 -1.74
H -0.03 2.92 1.23
C -0.64 -0.39 -0.48
H -0.71 0.52 -2.15
H 1.98 -0.08 -0.75


Record 2
17
Properties=species:S:1:pos:R:3 method="wB97M-V/def2-TZVPD" smiles="C=C/C(=N/C=O)N1CC1" total_energy_ha=-418.081988 de_lowest_kj_mol=266.0 gap_ev=10.056 molar_mass_g_mol=124.14
O 2.63 -0.08 -1.45
H -0.65 -2.10 -2.08
H 0.42 2.74 1.52
H -1.66 0.26 1.52
H -0.82 2.13 2.98
C -0.15 -1.71 -1.20
C 1.81 0.80 -1.43
N 0.96 1.13 -0.43
C -0.88 -1.76 0.15
C -0.83 0.97 1.23
H 1.68 1.56 -2.25
C -0.42 2.04 1.92
N -0.81 -0.51 -0.61
H -1.90 -2.16 0.18
H 0.93 -1.89 -1.08
H -0.20 -1.95 1.03
C -0.10 0.52 -0.01


Record 3
8
Properties=species:S:1:pos:R:3 method="wB97M-V/def2-TZVPD" total_energy_ha=-512.051579 s_squared=0.76 de_lowest_kj_mol=0.0 gap_ev="5.552 / 8.906" molar_mass_g_mol=195.90 multiplicity=2
O -0.26 0.82 0.07
C -1.22 -1.17 -0.21
O 0.09 -1.45 0.12
Ag 2.90 0.57 -0.41
H -1.95 -1.97 -0.21
F -2.50 0.84 -0.18
C 0.80 -0.27 0.40
C -1.37 0.16 -0.23


Record 4
81
Properties=species:S:1:pos:R:3 method="wB97M-V/def2-TZVPD" smiles="O=C(F)COC(=O)NCC(=O)Cl.COCCOC.COCCOC.COCCOC.COCCOC" total_energy_ha=-2344.660305 de_lowest_kj_mol=0.0 gap_ev=9.194 molar_mass_g_mol=558.04
H -2.98 -4.66 -5.39
H 0.43 -0.06 1.68
C -5.30 -1.46 -4.42
H 0.10 5.10 -3.51
H -5.83 -3.95 -4.90
H 1.64 1.88 -0.95
H -5.42 4.77 -3.47
C -4.30 0.64 4.78
H 1.61 0.18 -0.45
H -1.93 1.35 2.63
H -3.62 1.09 2.14
H -5.29 4.60 -5.23
H 10.23 -3.68 2.72
H -1.27 -1.26 6.45
Cl -3.97 2.25 -5.60
C 9.26 -3.68 3.22
C -2.86 0.86 2.90
O 2.98 -0.87 1.53
H -6.72 -3.65 -6.41
C 1.19 1.17 -0.27
H -5.52 -0.39 -4.41
C 9.12 -1.36 3.68
H -4.87 0.09 4.03
H -3.41 -1.15 -3.49
C -3.81 -1.65 -4.38
O 1.47 1.62 1.05
O 6.84 -1.55 2.87
C -2.38 5.08 -3.81
H -7.42 -3.16 -4.86
C -3.04 -3.58 -5.52
O 9.21 -2.67 4.21
H -2.05 -3.21 -5.81
H 8.47 -3.56 2.48
C 6.02 -2.49 3.55
H 5.23 -1.98 4.12
H -1.31 -0.12 5.09
O -4.12 2.58 -3.04
H 4.36 -0.87 0.04
H 7.33 -0.84 4.75
H 6.60 -3.11 4.23
F 0.58 2.79 -2.91
O -0.47 2.13 -4.74
H 9.76 -0.71 4.29
H 0.46 4.72 -5.21
H -3.87 6.36 -3.88
H 0.72 1.20 2.89
C -1.59 -1.12 5.41
H -3.75 -3.36 -6.33
C 1.17 0.66 2.05
C -3.78 -0.32 5.83
C 4.11 -0.27 0.91
O -2.11 4.97 -2.65
H -4.63 -0.79 6.33
H 0.11 1.14 -0.44
H 2.11 -0.73 3.36
O -5.88 -1.99 -5.61
O -3.45 -3.02 -4.29
H 3.90 0.75 0.59
H -2.71 -0.22 2.93
C -0.07 3.02 -4.07
O -3.24 1.37 4.17
C -4.74 4.54 -4.29
C -0.19 4.50 -4.37
H 9.13 -4.64 3.73
N -3.61 5.50 -4.36
C 7.70 -0.82 3.72
H 7.71 0.21 3.37
H -5.77 -1.91 -3.54
C -6.49 -3.25 -5.42
C 2.40 -0.06 2.54
C -4.27 3.11 -4.08
O -2.98 -1.34 5.28
H -1.08 -1.85 4.79
H 3.13 0.66 2.92
H 4.97 -0.27 1.59
H 5.55 -3.12 2.80
O -1.51 4.80 -4.80
H 9.50 -1.33 2.65
H -4.97 1.36 5.25
H -3.34 -1.19 -5.25
H -3.22 0.24 6.59


Record 5
86
Properties=species:S:1:pos:R:3 method="wB97M-V/def2-TZVPD" total_energy_ha=-2260.583840 s_squared=6.12 gap_ev="6.980 / 5.600" molar_mass_g_mol=714.81 total_charge=+2 multiplicity=5
H -0.91 -4.29 -2.68
C -2.27 2.36 3.99
H -2.22 4.41 -0.71
C 2.39 -0.84 -3.11
H -0.14 -3.85 1.70
C -0.39 3.71 -3.47
H 0.93 -2.26 3.27
H 3.21 -1.01 -0.33
H 1.97 0.34 3.42
P 0.51 0.33 -1.36
C -1.12 -3.23 -2.77
C 2.71 -1.91 2.08
N 0.03 -2.09 0.61
H 1.93 -3.66 2.95
H 3.70 0.19 3.10
H -3.27 -3.80 -0.79
C -2.00 -2.79 -3.69
H -2.99 -1.06 -4.55
C 2.07 0.26 -2.31
C -3.42 -2.78 -0.49
C 3.59 -0.87 -3.81
C -2.57 -0.65 0.26
H 1.69 -1.65 -3.25
H 3.32 0.70 0.08
C 4.49 0.18 -3.71
C 4.17 1.29 -2.93
C -0.43 -2.31 -1.82
H 2.88 2.51 3.15
H -1.65 0.58 -3.31
H -1.66 5.35 -2.93
H 1.24 -3.78 0.63
C -1.55 3.87 -1.38
C -0.29 2.29 2.54
C -1.28 0.18 3.47
H -3.85 -0.11 5.70
C -0.14 1.96 -1.82
H 1.91 2.30 0.28
H 5.42 0.15 -4.25
C 2.84 1.93 2.22
H -2.14 -1.48 4.53
C 1.71 2.46 1.34
H -4.05 0.88 0.61
C 0.65 -3.18 1.34
C 2.97 1.32 -2.24
C -1.50 -0.47 -3.11
C -0.57 -0.86 -2.19
H 2.72 2.21 -1.67
C 1.52 -2.75 2.50
C -3.18 1.75 4.82
C -1.33 1.61 3.28
H -1.29 2.25 -0.02
H 3.82 -1.72 -4.43
C -2.33 -2.00 -0.17
C -1.24 4.41 -2.62
H -0.15 4.11 -4.44
C -2.21 -0.41 4.38
H -2.51 -3.49 -4.34
H 3.79 2.11 1.72
H -5.55 -2.91 -0.70
H 0.81 1.97 -3.75
H -2.28 3.43 3.87
H 4.42 -0.45 0.85
C 3.40 -0.30 0.48
H 3.25 -2.44 1.30
C 0.16 2.50 -3.07
C -3.14 0.35 5.02
H 1.57 3.54 1.50
C -4.73 -2.27 -0.44
H 3.40 -1.81 2.93
C -3.92 -0.14 0.29
N 0.49 1.74 1.69
H -0.13 3.33 2.80
Ru 0.32 -0.19 1.00
C -2.26 -1.40 -3.84
H -5.98 -0.56 -0.03
C -4.97 -0.94 -0.06
H -1.04 -3.66 -0.25
O -1.66 0.15 0.65
N 2.43 -0.52 1.57
C 2.74 0.46 2.65
C -0.95 -2.57 -0.36
O -0.42 -0.57 2.90
H 4.84 2.13 -2.88
H -3.91 2.34 5.35
H 0.63 -2.60 -1.75
C -1.02 2.66 -0.98


Record 6
15
Properties=species:S:1:pos:R:3 method="wB97M-V/def2-TZVPD" smiles="O=C1C[C@H]2O[C@@H]12.C" total_energy_ha=-345.691999 de_lowest_kj_mol=296.6 gap_ev=10.667 molar_mass_g_mol=100.12
H -0.89 -0.24 -1.65
H 1.44 0.84 2.40
C -0.66 -1.30 -1.54
H 0.13 -1.47 -0.80
O -0.82 1.71 -0.86
C -0.59 0.40 1.26
C -0.23 0.97 -0.12
H 2.08 1.27 -0.38
H -0.99 -0.61 1.34
O 1.50 -0.50 0.70
C 0.91 0.49 1.52
H -0.30 -1.63 -2.52
C 1.25 0.76 0.10
H -1.58 -1.81 -1.24
H -1.24 1.12 1.77